Density functional theory data (ωB97M-V/def2-TZVPD) for a cluster of 12 separate species, C33H72F16N12O33S16 in total in a non-equilibrium geometry.

Multiplicity: 2
Total energy: -12408.81785 Ha
HOMO-LUMO gap (spin up / spin down): 7.15 / 7.61 eV
⟨S²⟩: 0.7548
Net charge: -5
HOMO level (spin up / spin down): -0.3 / -0.7 eV

Last columns: bonded neighbours and bond lengths (Å).
Atoms and positions in Å:
1 C -0.306 -2.695 5.155  C57 1.573, H133 1.090, H142 1.090, H180 1.090
2 C -1.953 0.932 0.586  H7 1.090, H19 1.090, C45 1.549, H122 1.090
3 C 2.537 0.233 -2.012  N4 1.568, H65 1.090, H95 1.090, C163 1.506
4 N 1.137 -0.340 -1.598  C3 1.568, C59 1.581, C72 1.563, C134 1.576
5 C 5.653 3.743 -0.852  H16 1.090, H30 1.090, C41 1.535, C168 1.548
6 O -4.026 3.095 -1.446  S55 1.495
7 H -1.816 1.937 0.186  C2 1.090
8 H 8.413 4.321 2.204  C136 1.090
9 H -8.304 -0.595 -1.053  C113 1.090
10 O 5.930 0.626 3.282  S54 1.456
11 F -1.423 -3.492 -4.545  S91 1.578
12 C -2.229 -1.693 3.895  C57 1.538, H94 1.090, H111 1.090, H121 1.090
13 N 2.253 5.010 1.365  S104 1.538, S169 1.693
14 H -4.794 -3.696 2.955  C149 1.090
15 H 5.499 3.424 3.345  C61 1.090
16 H 6.693 3.471 -1.031  C5 1.090
17 H -2.203 -4.039 6.498  C174 1.090
18 H -4.943 -4.660 -5.464  C175 1.090
19 H -1.560 0.956 1.603  C2 1.090
20 F -1.844 -3.111 0.044  S123 1.580
21 C 5.246 6.435 1.789  C26 1.535, H36 1.090, H58 1.090, C83 1.558
22 H -4.290 0.436 -1.847  C51 1.090
23 H -3.616 -1.629 -3.504  C66 1.090
24 O -3.230 5.423 -1.360  S55 1.437
25 H -0.552 -1.217 -2.839  C59 1.090
26 C 6.563 5.844 1.266  C21 1.535, H40 1.090, H86 1.090, N98 1.548
27 N -1.976 -4.163 3.771  C57 1.518, C81 1.563, O156 1.375
28 N -5.316 -1.393 -2.303  C51 1.575, C66 1.510, C112 1.532, C115 1.582
29 H -7.035 -2.573 -1.973  C115 1.090
30 H 5.382 4.791 -0.978  C5 1.090
31 F -2.936 4.153 0.517  S55 1.606
32 H 0.212 0.294 -3.413  C59 1.090
33 C -6.523 0.630 -1.443  H35 1.090, C51 1.527, C113 1.482, H162 1.090
34 H 5.500 2.509 0.920  C168 1.090
35 H -6.908 1.556 -1.871  C33 1.090
36 H 5.317 7.497 2.027  C21 1.090
37 O -0.121 -5.036 -3.411  S91 1.449
38 H -5.195 -5.200 4.633  C90 1.090
39 H -8.115 -0.024 -2.647  C113 1.090
40 H 6.725 6.140 0.229  C26 1.090
41 C 4.773 2.861 -1.749  C5 1.535, H102 1.090, H131 1.090, H160 1.090
42 H 3.226 -1.628 -2.737  C163 1.090
43 F -4.922 2.977 6.260  S47 1.593
44 O -4.202 0.823 5.531  S47 1.459
45 C -1.120 -0.112 -0.198  C2 1.549, H88 1.090, C134 1.528, H173 1.090
46 O 4.278 1.796 4.603  S54 1.457
47 S -5.168 1.852 5.160  F43 1.593, O44 1.459, S73 2.350, O79 1.461, N97 1.477
48 O 1.097 2.731 2.030  S169 1.440
49 H 0.005 1.461 -1.405  C134 1.090
50 O -0.016 4.984 0.064  S104 1.481
51 C -5.284 0.180 -2.214  H22 1.090, N28 1.575, C33 1.527, H92 1.090
52 F -3.594 1.680 -5.998  S172 1.657
53 O 1.764 3.409 -0.565  S104 1.450
54 S 4.788 0.501 4.176  O10 1.456, O46 1.457, F75 1.619, S93 2.318, N150 1.724
55 S -3.966 4.385 -0.693  O6 1.495, O24 1.437, F31 1.606, N89 1.479, S96 2.364
56 H -3.645 -3.998 1.643  C149 1.090
57 C -1.777 -2.948 4.660  C1 1.573, C12 1.538, N27 1.518, C174 1.552
58 H 4.382 6.552 1.135  C21 1.090
59 C 0.388 -0.677 -2.949  N4 1.581, H25 1.090, H32 1.090, H138 1.090
60 H 3.983 5.296 3.172  C83 1.090
61 C 5.983 4.339 3.005  H15 1.090, C83 1.556, N98 1.509, H145 1.090
62 C -4.041 -3.643 5.665  C90 1.516, H155 1.090, H159 1.090, C174 1.512
63 H -2.503 -6.729 2.359  C120 1.090
64 O -2.505 -5.438 -3.623  S91 1.453
65 H 2.902 0.948 -1.274  C3 1.090
66 C -4.679 -1.851 -3.593  H23 1.090, N28 1.510, H100 1.090, C137 1.522
67 H -2.315 -7.010 4.080  C120 1.090
68 O 10.213 -0.019 0.900  S74 1.456
69 F 6.465 -1.892 -0.154  S109 1.592
70 F 2.175 5.710 -0.772  S104 1.588
71 O 3.527 -0.867 -5.027  S179 1.451
72 C 1.562 -1.636 -0.833  N4 1.563, H124 1.090, C141 1.538, H178 1.090
73 S -5.463 1.355 2.882  S47 2.350, N97 1.753, O114 1.416, O157 1.454, F170 1.645
74 S 9.499 0.179 -0.354  O68 1.456, S109 2.295, F117 1.628, O135 1.461, N182 1.708
75 F 5.530 0.011 5.529  S54 1.619
76 N -1.416 1.888 -6.915  S85 1.506, S172 1.690
77 H -5.867 -3.747 -3.583  C137 1.090
78 N 5.777 -2.016 -4.492  S103 1.722, S179 1.557
79 O -6.521 1.424 5.503  S47 1.461
80 O 6.614 0.335 0.455  S109 1.515
81 C -3.299 -4.977 3.604  N27 1.563, C90 1.562, C120 1.605, C149 1.495
82 H -4.830 -5.155 2.015  C149 1.090
83 C 5.033 5.569 3.066  C21 1.558, H60 1.090, C61 1.556, H108 1.090
84 H -3.540 -3.694 -5.377  C175 1.090
85 S -0.032 1.496 -6.466  N76 1.506, F101 1.592, O127 1.478, S172 2.343, O177 1.442
86 H 7.472 6.242 1.717  C26 1.090
87 F 6.122 -4.481 -4.861  S103 1.647
88 H -1.751 -0.402 -1.038  C45 1.090
89 N -5.059 4.729 0.241  S55 1.479, S96 1.666
90 C -4.170 -4.945 4.900  H38 1.090, C62 1.516, C81 1.562, H143 1.090
91 S -1.457 -4.481 -3.316  F11 1.578, O37 1.449, O64 1.453, S123 2.332, N152 1.635
92 H -5.325 0.584 -3.226  C51 1.090
93 S 2.729 0.002 3.236  S54 2.318, O118 1.446, O129 1.458, N150 1.514, F151 1.576
94 H -1.784 -0.825 4.380  C12 1.090
95 H 2.361 0.621 -3.015  C3 1.090
96 S -6.275 4.853 -0.891  S55 2.364, N89 1.666, O99 1.444, F119 1.630, O147 1.413
97 N -4.921 2.645 3.939  S47 1.477, S73 1.753
98 N 6.452 4.331 1.571  C26 1.548, C61 1.509, C136 1.535, C168 1.548
99 O -5.998 5.503 -2.150  S96 1.444
100 H -5.098 -1.234 -4.388  C66 1.090
101 F 0.598 1.938 -7.859  S85 1.592
102 H 4.719 3.157 -2.797  C41 1.090
103 S 4.948 -3.368 -5.163  N78 1.722, F87 1.647, O153 1.446, O154 1.438, S179 2.465
104 S 1.423 4.637 0.125  N13 1.538, O50 1.481, O53 1.450, F70 1.588, S169 2.301
105 H -3.879 -7.069 3.374  C120 1.090
106 O 0.021 4.869 2.828  S169 1.471
107 H -5.540 -1.660 -0.210  C112 1.090
108 H 5.130 6.159 3.977  C83 1.090
109 S 7.561 -0.842 0.330  F69 1.592, S74 2.295, O80 1.515, O139 1.470, N182 1.509
110 O -2.693 -5.226 -0.744  S123 1.464
111 H -1.730 -1.804 2.932  C12 1.090
112 C -4.910 -2.078 -0.995  N28 1.532, H107 1.090, H116 1.090, H148 1.090
113 C -7.536 -0.390 -1.799  H9 1.090, C33 1.482, H39 1.090, C115 1.542
114 O -4.622 0.218 2.803  S73 1.416
115 C -6.875 -1.614 -2.464  N28 1.582, H29 1.090, C113 1.542, H140 1.090
116 H -3.846 -1.865 -0.891  C112 1.090
117 F 10.652 -0.238 -1.424  S74 1.628
118 O 2.965 0.738 2.014  S93 1.446
119 F -7.198 5.994 -0.182  S96 1.630
120 C -2.940 -6.517 3.335  H63 1.090, H67 1.090, C81 1.605, H105 1.090
121 H -3.283 -1.549 3.657  C12 1.090
122 H -2.998 0.643 0.481  C2 1.090
123 S -1.609 -4.275 -0.998  F20 1.580, S91 2.332, O110 1.464, N152 1.513, O171 1.425
124 H 0.926 -1.840 0.028  C72 1.090
125 H 8.044 3.125 0.735  C136 1.090
126 O -2.776 -0.465 -6.254  S172 1.452
127 O 0.617 2.481 -5.576  S85 1.478
128 O 5.399 -0.431 -6.518  S179 1.451
129 O 1.633 0.592 3.995  S93 1.458
130 F 2.107 4.076 3.698  S169 1.617
131 H 3.689 2.849 -1.640  C41 1.090
132 H -2.715 -2.351 6.611  C174 1.090
133 H 0.397 -2.560 4.333  C1 1.090
134 C 0.113 0.558 -0.804  N4 1.576, C45 1.528, H49 1.090, H158 1.090
135 O 9.112 1.520 -0.789  S74 1.461
136 C 7.791 3.590 1.688  H8 1.090, N98 1.535, H125 1.090, H164 1.090
137 C -4.880 -3.344 -3.811  C66 1.522, H77 1.090, C175 1.485, H176 1.090
138 H 1.059 -1.103 -3.695  C59 1.090
139 O 8.095 -1.531 1.513  S109 1.470
140 H -7.154 -1.814 -3.498  C115 1.090
141 C 3.086 -1.526 -0.650  C72 1.538, C163 1.478, H167 1.090, H181 1.090
142 H 0.036 -3.595 5.666  C1 1.090
143 H -3.796 -5.758 5.523  C90 1.090
144 O -1.988 1.102 -4.417  S172 1.498
145 H 6.862 4.565 3.609  C61 1.090
146 F 5.389 0.317 -4.280  S179 1.594
147 O -7.240 3.821 -0.855  S96 1.413
148 H -5.073 -3.155 -1.031  C112 1.090
149 C -4.153 -4.449 2.496  H14 1.090, H56 1.090, C81 1.495, H82 1.090
150 N 3.759 -0.861 3.934  S54 1.724, S93 1.514
151 F 1.940 -1.264 2.729  S93 1.576
152 N -1.637 -3.324 -2.175  S91 1.635, S123 1.513
153 O 3.830 -3.796 -4.352  S103 1.446
154 O 4.750 -3.503 -6.581  S103 1.438
155 H -4.613 -2.818 5.241  C62 1.090
156 O -1.174 -4.210 2.655  N27 1.375
157 O -6.892 1.184 2.671  S73 1.454
158 H 0.778 0.861 0.005  C134 1.090
159 H -4.514 -3.675 6.647  C62 1.090
160 H 5.225 1.876 -1.872  C41 1.090
161 H 4.473 3.938 0.989  C168 1.090
162 H -6.267 0.611 -0.384  C33 1.090
163 C 3.489 -0.931 -1.941  C3 1.506, H42 1.090, C141 1.478, H165 1.090
164 H 7.643 2.700 2.300  C136 1.090
165 H 4.521 -0.583 -1.992  C163 1.090
166 H -5.149 -3.019 -5.964  C175 1.090
167 H 3.356 -0.878 0.184  C141 1.090
168 C 5.448 3.569 0.672  C5 1.548, H34 1.090, N98 1.548, H161 1.090
169 S 1.202 4.130 2.359  N13 1.693, O48 1.440, S104 2.301, O106 1.471, F130 1.617
170 F -5.101 2.044 1.433  S73 1.645
171 O -0.324 -4.703 -0.557  S123 1.425
172 S -2.191 0.808 -5.871  F52 1.657, N76 1.690, S85 2.343, O126 1.452, O144 1.498
173 H -0.824 -0.981 0.389  C45 1.090
174 C -2.621 -3.202 5.938  H17 1.090, C57 1.552, C62 1.512, H132 1.090
175 C -4.621 -3.643 -5.242  H18 1.090, H84 1.090, C137 1.485, H166 1.090
176 H -4.251 -4.034 -3.248  C137 1.090
177 O 0.427 0.131 -6.385  S85 1.442
178 H 1.329 -2.441 -1.529  C72 1.090
179 S 4.966 -0.903 -5.216  O71 1.451, N78 1.557, S103 2.465, O128 1.451, F146 1.594
180 H -0.200 -1.859 5.847  C1 1.090
181 H 3.509 -2.514 -0.470  C141 1.090
182 N 8.390 -0.989 -0.922  S74 1.708, S109 1.509


Density functional theory data (ωB97M-V/def2-TZVPD) for a cluster of 3 separate species, C33H73O3P2 in total in a non-equilibrium geometry.

Total energy: -2209.28459 Ha
HOMO-LUMO gap: 6.69 eV
Net charge: +1
HOMO level: -8.0 eV

Last columns: bonded neighbours and bond lengths (Å).
Atoms and positions in Å:
1 C -6.029 -0.391 -5.174  C14 1.509, C26 1.530, H34 1.090, H80 1.090
2 H 2.785 0.809 7.445  C66 1.090
3 C 3.206 -0.756 6.085  C19 1.496, H47 1.090, H56 1.090, C66 1.528
4 H -1.556 3.835 -2.819  C60 1.090
5 H -6.400 -0.086 -8.108  C17 1.090
6 H 4.853 0.371 6.311  C19 1.090
7 H 6.180 -3.017 2.785  C84 1.090
8 C 4.983 -3.618 1.087  H28 1.090, H75 1.090, C84 1.511, H100 1.090
9 H -1.422 1.648 -2.763  C102 1.090
10 C -4.874 -1.456 -1.929  P58 1.826, C64 1.559, H71 1.090, H96 1.090
11 H -2.858 -3.465 -4.644  C95 1.090
12 H -3.313 -5.459 -3.008  C89 1.090
13 H 6.779 1.659 5.262  C40 1.090
14 C -7.141 -0.446 -6.193  C1 1.509, C17 1.498, H92 1.090, H93 1.090
15 H 4.940 -0.874 1.113  C85 1.090
16 H 3.178 3.113 2.777  C52 1.090
17 C -6.943 -0.889 -7.610  H5 1.090, C14 1.498, H30 1.090, H74 1.090
18 H -5.598 -4.637 -4.841  C38 1.090
19 C 4.401 -0.120 5.449  C3 1.496, H6 1.090, H109 1.090, C110 1.564
20 H -2.452 -3.206 -2.960  C95 1.090
21 H -3.590 0.895 -2.258  C36 1.090
22 C 5.039 2.330 1.892  C52 1.550, P73 1.804, H90 1.090, H103 1.090
23 H 2.587 4.569 0.811  C69 1.090
24 H -3.239 -6.524 -5.559  C72 1.090
25 H -6.699 -1.465 -0.004  C27 1.090
26 C -5.467 -1.789 -4.910  C1 1.530, P58 1.861, H61 1.090, H101 1.090
27 C -6.580 -0.436 -0.343  H25 1.090, H44 1.090, C63 1.518, C64 1.553
28 H 4.486 -3.038 0.309  C8 1.090
29 H 6.412 5.205 8.114  C79 1.090
30 H -7.920 -0.918 -8.092  C17 1.090
31 H -8.643 -0.375 -0.789  C63 1.090
32 H 3.693 1.900 4.609  C110 1.090
33 H -2.035 -0.873 -3.354  C42 1.090
34 H -6.240 0.201 -4.283  C1 1.090
35 H -5.443 -6.259 -4.068  C38 1.090
36 C -3.274 0.978 -3.298  H21 1.090, C42 1.525, H94 1.090, C102 1.484
37 H -7.956 1.250 -0.450  C63 1.090
38 C -4.914 -5.376 -4.425  H18 1.090, H35 1.090, C72 1.579, C89 1.596
39 H -3.535 -4.895 -6.117  C72 1.090
40 C 6.631 2.340 4.423  H13 1.090, H51 1.090, P73 1.847, C107 1.537
41 O 0.812 -2.202 2.068  H49 0.960, C50 1.283
42 C -2.932 -0.427 -3.783  H33 1.090, C36 1.525, P58 1.845, H111 1.090
43 C 6.257 3.672 6.484  C79 1.569, H83 1.090, H88 1.090, C107 1.512
44 H -5.857 0.027 0.328  C27 1.090
45 C 4.336 4.473 -0.261  H54 1.090, H62 1.090, H67 1.090, C69 1.463
46 H 6.931 5.798 6.566  C79 1.090
47 H 2.598 -1.413 5.464  C3 1.090
48 C 6.305 -0.261 2.743  H55 1.090, P73 1.839, H77 1.090, C85 1.546
49 H 0.202 -2.885 1.781  O41 0.960
50 C 0.548 -1.810 0.875  O41 1.283, O65 1.272, O97 1.227
51 H 7.571 2.526 3.904  C40 1.090
52 C 3.949 3.416 2.069  H16 1.090, C22 1.550, C69 1.571, H78 1.090
53 H 5.192 5.503 6.910  C79 1.090
54 H 4.752 5.354 0.227  C45 1.090
55 H 7.137 0.021 2.097  C48 1.090
56 H 3.616 -1.388 6.873  C3 1.090
57 H -2.992 4.003 -3.842  C60 1.090
58 P -4.166 -1.783 -3.580  C10 1.826, C26 1.861, C42 1.845, C95 1.869
59 H -5.844 0.566 -2.189  C64 1.090
60 C -2.491 3.361 -3.118  H4 1.090, H57 1.090, H87 1.090, C102 1.516
61 H -6.213 -2.502 -4.558  C26 1.090
62 H 5.133 3.796 -0.570  C45 1.090
63 C -7.949 0.196 -0.172  C27 1.518, H31 1.090, H37 1.090, H106 1.090
64 C -6.043 -0.433 -1.801  C10 1.559, C27 1.553, H59 1.090, H108 1.090
65 O 1.045 -0.767 0.345  C50 1.272
66 C 2.223 0.233 6.710  H2 1.090, C3 1.528, H81 1.090, H104 1.090
67 H 3.897 4.830 -1.193  C45 1.090
68 H -4.791 -6.109 -6.342  C72 1.090
69 C 3.391 3.848 0.665  H23 1.090, C45 1.463, C52 1.571, H76 1.090
70 H 4.458 -1.286 2.806  C85 1.090
71 H -5.352 -2.411 -1.708  C10 1.090
72 C -4.012 -5.763 -5.662  H24 1.090, C38 1.579, H39 1.090, H68 1.090
73 P 5.569 1.331 3.298  C22 1.804, C40 1.847, C48 1.839, C110 1.857
74 H -6.349 -1.801 -7.671  C17 1.090
75 H 5.459 -4.524 0.713  C8 1.090
76 H 2.765 3.017 0.341  C69 1.090
77 H 6.784 -0.744 3.595  C48 1.090
78 H 4.139 4.364 2.572  C52 1.090
79 C 6.209 5.137 7.045  H29 1.090, C43 1.569, H46 1.090, H53 1.090
80 H -5.239 0.159 -5.685  C1 1.090
81 H 1.803 0.861 5.924  C66 1.090
82 H 6.746 -2.546 1.191  C84 1.090
83 H 7.252 3.277 6.690  C43 1.090
84 C 5.858 -2.627 1.819  H7 1.090, C8 1.511, H82 1.090, C85 1.551
85 C 5.278 -1.215 2.092  H15 1.090, C48 1.546, H70 1.090, C84 1.551
86 H 4.985 3.639 4.768  C107 1.090
87 H -3.008 3.394 -2.158  C60 1.090
88 H 5.541 2.994 6.948  C43 1.090
89 C -4.072 -4.713 -3.242  H12 1.090, C38 1.596, H91 1.090, C95 1.564
90 H 5.874 2.829 1.401  C22 1.090
91 H -4.668 -4.592 -2.337  C89 1.090
92 H -7.925 -1.034 -5.717  C14 1.090
93 H -7.415 0.607 -6.249  C14 1.090
94 H -4.138 1.414 -3.800  C36 1.090
95 C -3.276 -3.426 -3.638  H11 1.090, H20 1.090, P58 1.869, C89 1.564
96 H -4.126 -1.187 -1.183  C10 1.090
97 O -0.351 -2.396 0.278  C50 1.227
98 H -1.689 1.959 -4.494  C102 1.090
99 H 6.533 4.532 4.567  C107 1.090
100 H 4.121 -4.066 1.580  C8 1.090
101 H -4.983 -2.225 -5.784  C26 1.090
102 C -2.160 1.935 -3.512  H9 1.090, C36 1.484, C60 1.516, H98 1.090
103 H 4.666 1.571 1.204  C22 1.090
104 H 1.383 -0.203 7.251  C66 1.090
105 H 3.441 0.510 3.544  C110 1.090
106 H -8.274 0.171 0.869  C63 1.090
107 C 6.053 3.648 4.986  C40 1.537, C43 1.512, H86 1.090, H99 1.090
108 H -6.887 -0.643 -2.458  C64 1.090
109 H 5.118 -0.897 5.182  C19 1.090
110 C 4.079 0.920 4.327  C19 1.564, H32 1.090, P73 1.857, H105 1.090
111 H -2.836 -0.346 -4.866  C42 1.090